[1]
Formula: C49H46BN8OPtS2
Source: the Open Molecules 2025 dataset
Level of theory: ωB97M-V/def2-TZVPD

Properties
Charge: +1
E_tot: -3348.54691 Eh
F_max: 4.3 eV/A

Each line ends with the Mulliken charge.
Atoms and positions in Å:
Pt  0.06614  0.30768  -0.56412  4.089
C  -1.32360  -3.15878  -4.73360  -1.478
C  -0.44215  -2.68052  -3.64065  0.417
C  0.79589  -3.17103  -3.27563  -1.208
C  1.22738  -2.36733  -2.21016  -0.733
N  0.27859  -1.46109  -1.97059  0.198
N  -0.73332  -1.64757  -2.82519  0.211
B  -1.93892  -0.67328  -2.88719  -0.586
N  -2.59537  -0.65898  -1.49097  0.527
N  -1.81856  -0.85401  -0.41529  -0.098
C  -2.56239  -1.34441  0.57499  -0.700
C  -3.89524  -1.40264  0.13462  -1.304
C  -3.86998  -0.97694  -1.17915  0.229
C  -5.00034  -0.90788  -2.13881  -1.589
C  -1.98841  -2.05231  1.70985  0.884
C  -2.70100  -2.28564  2.88195  -0.350
C  -2.20933  -3.17404  3.82244  -1.057
C  -1.00378  -3.82489  3.61159  -0.692
C  -0.27764  -3.57473  2.45590  -0.517
C  -0.76635  -2.69533  1.51141  0.233
N  -1.31756  0.67668  -3.26841  0.991
N  -0.22936  1.09276  -2.61227  0.234
C  0.38634  2.01492  -3.34683  -0.500
C  -0.35614  2.22101  -4.51639  -1.130
C  -1.42607  1.34763  -4.43235  0.376
C  -2.53786  1.14201  -5.39578  -1.542
C  1.67363  2.56841  -2.94339  -0.022
C  2.63792  1.69470  -2.43984  0.014
C  3.86436  2.17695  -2.02271  -0.579
C  4.13423  3.53429  -2.10053  -0.534
C  3.18281  4.40567  -2.60615  -0.941
C  1.95837  3.92628  -3.03339  -0.450
C  2.48769  -2.40690  -1.48440  1.654
C  2.78556  -1.42813  -0.53526  0.749
C  4.00955  -1.41022  0.10261  -0.605
C  4.95022  -2.39107  -0.17526  -0.933
C  4.65986  -3.37753  -1.10323  -1.036
C  3.44369  -3.38641  -1.75810  -0.841
H  -0.85741  -4.01127  -5.22002  0.409
H  -1.48052  -2.37247  -5.46969  0.232
H  -2.29346  -3.45986  -4.34312  0.265
H  1.31584  -3.98140  -3.73977  0.655
H  -2.71439  -1.02286  -3.69722  -0.105
H  -4.73972  -1.76626  0.68368  0.627
H  -5.94290  -0.94111  -1.59900  0.455
H  -4.96459  -1.75554  -2.82153  0.323
H  -4.95067  0.00350  -2.72669  0.213
H  -3.64858  -1.79006  3.04062  0.492
H  -2.78120  -3.36882  4.71780  0.532
H  -0.63005  -4.52981  4.34147  0.372
H  0.65287  -4.09186  2.27788  0.436
H  -0.23007  -2.51897  0.59136  0.101
H  -0.11421  2.87690  -5.32595  0.631
H  -2.59816  1.99215  -6.06983  0.458
H  -3.48358  1.03006  -4.87221  0.199
H  -2.37670  0.24230  -5.98924  0.266
H  2.43100  0.63131  -2.41435  0.570
H  4.60405  1.49283  -1.63298  0.479
H  5.08856  3.91356  -1.77320  0.442
H  3.39183  5.46413  -2.65401  0.423
H  1.21384  4.60504  -3.42555  0.491
H  2.03981  -0.65567  -0.30572  -0.763
H  4.23956  -0.62834  0.81065  0.721
H  5.90328  -2.37937  0.32986  0.491
H  5.39462  -4.13576  -1.32878  0.428
H  3.23524  -4.15379  -2.48693  0.415
N  0.44864  3.92971  2.37267  -0.204
C  -0.04202  3.30749  1.27638  -0.005
S  1.04320  2.61746  0.19730  -0.150
N  -1.37694  3.25976  1.16783  -0.036
C  -2.15654  2.94417  0.03704  -0.081
C  -1.81429  3.41281  -1.22821  -0.021
C  -2.70854  3.25161  -2.27007  -0.706
C  -3.92411  2.62276  -2.06547  -0.455
C  -4.25570  2.14374  -0.80947  -0.875
C  -3.37474  2.30307  0.24276  -0.277
H  1.44118  4.08999  2.40464  0.267
H  -0.13864  4.52987  2.93296  0.202
H  -1.91625  3.47014  1.99683  0.332
H  -0.88615  3.94448  -1.37977  0.588
H  -2.46015  3.64615  -3.24238  0.434
H  -4.62701  2.53322  -2.87928  0.569
H  -5.20805  1.66621  -0.64144  0.427
H  -3.63310  1.94669  1.22930  0.316
O  0.30593  -0.06275  1.77424  -0.945
S  0.97908  0.80998  2.78061  0.239
C  0.10162  0.49885  4.34190  0.505
C  -0.27831  -0.76952  4.73417  0.278
C  -0.99298  -0.93591  5.90904  -0.850
C  -1.31297  0.16181  6.68857  -0.670
C  -0.91886  1.43174  6.29464  -0.745
C  -0.21017  1.60337  5.11807  -0.361
C  2.50671  -0.04482  3.21545  0.957
C  2.63488  -1.40712  3.02866  -0.374
C  3.84091  -2.01832  3.33028  -0.801
C  4.90937  -1.26187  3.78300  -0.702
C  4.77894  0.10889  3.93975  -0.714
C  3.57062  0.72284  3.65956  -0.510
H  -0.03069  -1.61427  4.11574  0.206
H  -1.31044  -1.92146  6.20857  0.498
H  -1.86937  0.03284  7.60279  0.431
H  -1.17132  2.28661  6.90370  0.429
H  0.10891  2.58204  4.79261  0.375
H  1.80954  -1.97229  2.62499  -0.043
H  3.94934  -3.08159  3.18594  0.485
H  5.84994  -1.74350  4.00323  0.437
H  5.62441  0.69826  4.26017  0.446
H  3.46097  1.79090  3.76547  0.458

Cartesian forces, eV/Å:
Pt 0.803 4.090 -0.862
C -0.123 0.093 0.033
C 0.364 -0.275 0.044
C -0.127 0.148 0.032
C -0.869 0.052 -0.524
N 0.919 -0.234 0.688
N -0.223 -0.453 -0.384
B 0.405 -0.129 0.634
N -0.698 -0.101 0.104
N -0.236 -0.480 0.627
C -0.455 0.293 -0.928
C 0.138 0.203 -0.107
C -0.232 -0.121 0.311
C 0.145 -0.124 -0.110
C 0.303 -0.182 0.298
C 0.069 0.046 -0.234
C -0.052 -0.130 0.064
C -0.059 -0.119 0.101
C -0.028 -0.042 0.023
C -0.099 -0.036 0.104
N -0.417 0.167 -0.410
N 0.305 -0.786 2.221
C 0.032 0.068 -0.050
C -0.012 -0.235 0.365
C 0.268 0.123 0.165
C 0.029 -0.184 0.017
C 0.368 0.020 0.176
C 0.006 -0.042 -0.218
C -0.018 -0.009 0.065
C 0.002 0.036 0.040
C 0.079 0.072 0.043
C -0.177 -0.131 -0.069
C 0.410 0.171 0.369
C -0.210 0.113 0.007
C 0.169 -0.068 -0.066
C -0.029 0.114 0.043
C 0.134 -0.044 0.019
C -0.245 0.143 0.022
H -0.038 -0.015 -0.050
H -0.065 -0.017 -0.120
H -0.100 -0.050 -0.062
H 0.104 -0.234 -0.123
H -0.283 -0.054 -0.332
H -0.225 -0.112 0.052
H -0.058 0.015 -0.012
H -0.085 -0.025 -0.116
H -0.085 0.100 -0.114
H -0.081 0.021 0.024
H -0.036 -0.034 0.083
H -0.010 -0.043 0.041
H 0.129 -0.080 -0.018
H 0.076 -0.051 -0.120
H 0.061 0.182 -0.178
H -0.017 0.023 -0.037
H -0.112 0.010 -0.010
H -0.044 -0.025 -0.054
H -0.001 0.030 0.044
H 0.078 -0.061 -0.006
H 0.141 0.058 0.052
H 0.033 0.072 -0.054
H -0.076 0.062 -0.020
H 0.554 -0.339 -0.077
H -0.002 0.085 0.107
H 0.142 -0.016 0.033
H 0.047 -0.087 -0.011
H -0.028 -0.079 -0.087
N -0.292 0.167 -0.303
C -0.548 0.206 0.436
S -0.002 -1.415 -0.996
N 0.402 -0.069 0.700
C -0.511 -0.075 -0.650
C -0.118 0.126 0.226
C 0.010 0.080 0.050
C -0.119 0.009 0.023
C 0.016 0.089 -0.070
C 0.310 0.076 0.082
H 0.044 -0.136 0.080
H 0.059 0.073 -0.155
H 0.083 0.083 0.000
H 0.050 -0.011 -0.021
H 0.028 0.040 -0.085
H -0.084 -0.026 -0.112
H -0.084 -0.074 0.026
H -0.017 -0.069 0.123
O -0.676 -0.969 -1.767
S 0.811 -0.195 1.718
C 0.049 0.272 -0.401
C 0.042 -0.060 -0.133
C 0.098 0.032 -0.122
C 0.050 0.161 -0.025
C -0.038 0.048 0.136
C 0.066 0.075 -0.178
C -0.117 0.300 -0.288
C -0.115 -0.095 0.013
C -0.104 0.043 0.035
C 0.016 -0.076 0.034
C 0.062 0.017 0.024
C -0.031 0.056 -0.061
H 0.000 -0.159 -0.086
H 0.021 -0.131 0.023
H -0.074 -0.019 0.117
H 0.008 0.079 0.046
H -0.018 0.166 0.024
H -0.099 -0.080 -0.050
H 0.021 -0.123 -0.020
H 0.096 -0.019 0.015
H 0.040 0.064 0.073
H 0.007 0.182 0.025

***

[2]
Formula: C49H47Ge2N5O4PS3Sn
Source: the Open Molecules 2025 dataset
Level of theory: ωB97M-V/def2-TZVPD

Properties
Multiplicity: 2
E_tot: -8374.25897 Eh
F_max: 1.1 eV/A

Each line ends with the Löwdin spin population.
Atoms and positions in Å:
Sn  0.51421  0.53775  2.00984  0.037
C  -3.47588  2.94760  3.32351  0.029
C  -2.42212  1.94173  2.94512  0.205
N  -1.13322  2.27434  2.84361  0.186
N  -0.76822  3.53537  3.19829  0.000
C  0.49306  3.95771  3.22777  0.051
N  0.68399  5.27942  3.54377  0.027
S  1.81433  2.98347  2.87319  0.012
C  -2.76535  0.59177  2.66680  0.086
C  -4.02977  0.04020  2.97805  0.055
C  -4.30339  -1.26936  2.67757  0.036
C  -3.32960  -2.04016  2.03213  0.092
C  -2.11030  -1.45523  1.78298  0.014
N  -1.80579  -0.19533  2.09213  0.114
H  -3.31146  3.89647  2.80924  0.004
H  -3.49465  3.13482  4.40272  0.011
H  -4.45989  2.59728  3.02664  0.001
H  -1.49506  4.21505  3.39064  -0.001
H  0.01124  5.74165  4.13624  0.002
H  1.64662  5.51533  3.71452  0.002
H  -4.76981  0.63131  3.49756  0.003
H  -5.25963  -1.70388  2.93866  0.000
H  -3.50526  -3.07350  1.77373  0.005
H  -1.32636  -2.02750  1.30268  -0.001
O  -2.44887  -0.62322  -1.69568  0.000
C  -1.25347  -0.72606  -1.47552  0.000
O  -0.52496  0.36547  -1.31835  0.002
C  -0.58792  -2.06162  -1.56092  0.000
C  -1.33025  -2.95682  -2.33646  0.000
C  -0.83936  -4.19524  -2.68591  0.000
C  0.39871  -4.58234  -2.21691  0.000
C  1.13277  -3.73334  -1.41213  0.000
C  0.68768  -2.45349  -1.06569  0.000
P  1.79065  -1.47672  0.05598  -0.001
C  2.80242  -2.86331  0.72064  0.000
C  2.12549  -3.83762  1.45762  0.000
C  2.82340  -4.86164  2.07649  0.000
C  4.20724  -4.91615  1.99142  0.000
C  4.88632  -3.95187  1.26316  0.000
C  4.18954  -2.92873  0.63601  0.000
C  2.89918  -0.70187  -1.17093  0.000
C  2.65624  -0.73426  -2.54020  0.000
C  3.50717  -0.07798  -3.41593  0.000
C  4.62151  0.59115  -2.93576  0.000
C  4.86088  0.63968  -1.57118  0.000
C  3.99144  0.01914  -0.69007  0.000
H  -2.30798  -2.63711  -2.67171  0.000
H  -1.40992  -4.85445  -3.32612  0.000
H  0.79562  -5.55598  -2.47335  0.000
H  2.08208  -4.07927  -1.02958  0.000
H  1.04699  -3.79336  1.54701  0.000
H  2.28021  -5.61679  2.63123  0.000
H  4.75182  -5.70491  2.49419  0.000
H  5.96519  -3.99283  1.18455  0.000
H  4.73344  -2.17947  0.07890  0.000
H  1.79910  -1.26831  -2.93024  0.000
H  3.30045  -0.09531  -4.47865  0.000
H  5.29457  1.08748  -3.62211  0.000
H  5.71749  1.17982  -1.18933  0.000
H  4.15771  0.09942  0.37866  0.000
C  -2.82403  2.03668  -5.59974  0.000
Ge  -2.48035  0.56334  -4.30451  0.000
C  -1.10181  -0.64636  -5.05077  0.000
C  -4.23231  -0.31320  -4.02931  0.000
Ge  -1.36610  1.73639  -2.41502  0.000
C  -2.55611  3.03048  -1.50754  0.000
C  -3.93028  2.78977  -1.51021  0.000
C  -4.82986  3.82805  -1.32521  0.000
C  -4.36770  5.12264  -1.12243  0.000
C  -3.00282  5.36457  -1.07259  0.000
C  -2.10310  4.32657  -1.26966  0.000
C  0.24412  2.79382  -2.84899  0.000
C  1.01009  3.38660  -1.84973  0.000
C  1.97147  4.33248  -2.16904  0.000
C  2.19696  4.67909  -3.49323  0.000
C  1.47361  4.06318  -4.50263  0.000
C  0.49564  3.13621  -4.17598  0.000
H  -3.65196  1.78935  -6.26358  0.000
H  -1.94994  2.24066  -6.21742  0.000
H  -3.08012  2.94976  -5.06069  0.000
H  -1.40030  -1.02824  -6.02664  0.000
H  -0.91027  -1.48913  -4.38874  0.000
H  -0.16979  -0.09023  -5.16221  0.000
H  -4.41433  -1.00367  -4.85322  0.000
H  -5.01819  0.44152  -4.02849  0.000
H  -4.25362  -0.86073  -3.09190  0.000
H  -4.28634  1.77695  -1.66974  0.000
H  -5.89518  3.63522  -1.35651  0.000
H  -5.06992  5.94142  -1.02535  0.000
H  -2.63481  6.36702  -0.90082  0.000
H  -1.04120  4.52579  -1.25794  0.000
H  0.84783  3.11450  -0.81208  0.001
H  2.54001  4.81027  -1.38108  0.000
H  2.94724  5.42105  -3.73526  0.000
H  1.66227  4.32352  -5.53627  0.000
H  -0.08662  2.66490  -4.96025  0.000
O  -1.10025  -1.96296  4.93816  0.000
S  -0.12615  -2.59907  4.10067  0.001
O  -0.60503  -3.60173  3.18645  0.001
N  0.78032  -1.46206  3.30724  0.014
C  2.05776  -1.51047  3.68283  0.003
S  3.16894  -0.42609  3.08893  0.003
C  2.37501  -2.56961  4.64761  0.000
C  3.61732  -2.93174  5.14405  0.001
C  3.68466  -3.99140  6.03529  0.000
C  2.53642  -4.67505  6.42422  0.001
C  1.29130  -4.31460  5.92208  0.000
C  1.23867  -3.26410  5.03386  0.001
H  4.49949  -2.39696  4.81992  0.000
H  4.64615  -4.28855  6.43268  0.000
H  2.61285  -5.49999  7.11954  0.000
H  0.39008  -4.84422  6.20071  0.000

Cartesian forces, eV/Å:
Sn -0.801 0.622 -0.320
C 0.165 -0.245 0.131
C -0.347 0.186 0.156
N 0.635 -0.812 -0.280
N -0.152 0.675 0.148
C 0.088 -0.185 -0.075
N -0.177 0.020 -0.003
S 0.159 0.179 0.131
C 0.041 0.234 -0.105
C -0.146 -0.159 -0.008
C 0.079 0.190 -0.054
C 0.061 -0.056 -0.040
C -0.205 -0.224 -0.233
N 0.202 0.153 0.200
H -0.077 0.072 -0.062
H -0.022 0.078 0.003
H -0.010 0.069 -0.002
H 0.013 -0.113 0.002
H 0.018 0.002 -0.002
H -0.013 0.020 0.045
H 0.018 0.034 -0.017
H -0.011 0.032 0.015
H 0.062 -0.011 -0.019
H 0.060 -0.056 0.023
O -0.293 -0.233 0.323
C 0.063 0.624 0.333
O -0.015 -0.070 -0.512
C 0.634 -0.352 0.207
C -0.065 0.092 0.095
C -0.068 -0.160 -0.067
C 0.070 -0.185 -0.081
C -0.023 0.112 -0.039
C -0.560 -0.121 -0.245
P -0.085 -0.564 -0.530
C 0.078 0.223 0.271
C 0.088 0.087 0.037
C -0.117 -0.024 0.029
C 0.039 -0.017 -0.026
C 0.016 -0.044 0.073
C -0.108 0.030 -0.097
C -0.138 0.105 0.189
C -0.019 -0.002 -0.028
C 0.021 -0.020 -0.068
C 0.002 0.057 -0.047
C 0.064 0.092 0.039
C -0.029 0.122 -0.005
H 0.061 -0.022 -0.021
H -0.085 0.002 0.038
H 0.049 -0.004 0.002
H -0.047 0.003 -0.187
H 0.001 -0.068 0.018
H -0.011 0.023 0.046
H 0.008 -0.025 -0.022
H 0.011 0.023 0.001
H 0.039 -0.038 -0.024
H 0.009 0.014 0.000
H 0.006 -0.017 -0.004
H 0.005 0.021 -0.015
H 0.008 0.010 0.009
H 0.002 -0.023 -0.002
C 0.120 -0.180 0.123
Ge 0.076 0.390 -0.326
C -0.166 0.171 0.199
C 0.366 0.155 0.142
Ge 0.356 -0.090 0.350
C 0.199 -0.357 -0.346
C 0.067 -0.137 0.033
C -0.112 0.029 0.090
C 0.020 -0.059 -0.039
C -0.026 0.021 0.100
C -0.037 -0.072 0.072
C -0.427 -0.206 -0.085
C 0.089 -0.093 0.076
C 0.096 -0.004 0.113
C 0.075 -0.023 -0.033
C 0.061 0.100 -0.013
C -0.120 -0.199 0.040
H -0.042 -0.066 0.014
H 0.040 0.012 0.000
H -0.028 0.019 -0.015
H -0.055 0.012 -0.021
H -0.016 -0.009 -0.028
H 0.009 0.023 -0.040
H 0.028 0.034 -0.080
H -0.004 0.019 -0.011
H -0.031 0.008 -0.022
H -0.065 0.034 -0.060
H 0.009 -0.022 0.011
H 0.005 -0.022 0.064
H 0.012 0.053 -0.005
H -0.026 0.132 -0.058
H 0.023 0.039 0.062
H 0.029 -0.043 0.018
H -0.005 0.003 -0.016
H -0.026 -0.031 -0.024
H 0.025 0.087 -0.064
O 0.137 0.061 0.079
S -0.327 -0.250 0.318
O 0.164 -0.076 -0.011
N -0.018 -0.331 0.409
C 0.102 0.536 -0.482
S 0.304 0.130 0.086
C -0.061 -0.503 0.401
C -0.095 0.095 -0.061
C 0.054 0.022 0.008
C -0.053 0.040 -0.030
C -0.240 -0.140 -0.011
C 0.223 0.397 -0.340
H 0.023 0.021 0.012
H -0.006 -0.034 0.012
H -0.005 -0.005 0.018
H 0.024 -0.041 0.049